# 1
102
Properties=species:S:1:pos:R:3:forces:R:3 method="wB97M-V/def2-TZVPD" total_charge=-1 spin_multiplicity=2 e_tot_ev=-177672.78934 s_squared=0.77 homo_lumo_gap_ev="5.644 / 7.037"
Co -0.891 -0.962 -1.908 -0.3 0.9 -0.8
C -3.435 1.568 -4.203 0.1 -0.2 0.0
C -2.396 0.630 -3.659 -0.4 0.1 0.2
N -2.606 -0.066 -2.525 0.9 -0.9 -0.2
N -3.547 0.454 -1.677 -0.1 0.5 0.0
C -4.465 -0.239 -0.983 -0.2 -0.4 0.1
N -5.010 0.490 0.054 0.1 0.2 0.0
S -4.981 -1.768 -1.339 0.0 0.0 -0.1
C -1.148 0.445 -4.265 0.1 -0.1 0.0
C -0.724 1.086 -5.458 -0.1 0.0 0.0
C 0.524 0.854 -5.959 0.0 -0.1 0.1
C 1.377 -0.041 -5.286 0.0 0.0 -0.1
C 0.925 -0.623 -4.124 0.2 0.0 0.1
N -0.277 -0.392 -3.596 0.1 0.4 -0.7
H -4.423 1.256 -3.869 0.0 0.0 0.0
H -3.427 1.549 -5.292 0.0 0.1 0.0
H -3.262 2.600 -3.880 -0.1 0.0 0.0
H -3.456 1.437 -1.457 0.1 0.0 0.1
H -4.382 1.110 0.549 0.1 -0.1 0.1
H -5.572 -0.083 0.660 -0.1 0.0 0.0
H -1.399 1.776 -5.943 0.0 0.0 0.0
H 0.853 1.358 -6.859 0.0 0.0 0.0
H 2.368 -0.271 -5.650 0.0 0.0 0.0
H 1.559 -1.294 -3.566 0.0 0.0 0.1
C -3.180 1.519 5.222 0.0 0.0 -0.1
C -2.690 2.211 3.949 0.0 0.0 0.0
C -1.499 3.106 4.328 0.0 0.0 0.0
C -3.825 3.095 3.408 0.1 0.0 0.1
C -2.279 1.211 2.870 0.0 0.1 0.0
C -1.721 1.662 1.684 0.0 0.0 0.0
C -1.405 0.778 0.663 0.2 0.2 -0.1
Se -0.532 1.498 -0.902 0.1 -1.1 -0.1
C 1.303 1.049 -0.557 -0.3 0.2 0.0
C 2.137 2.079 -0.138 0.1 -0.1 0.1
C 3.468 1.829 0.133 0.0 0.1 0.0
C 3.897 0.505 -0.013 -0.1 0.0 0.0
C 3.098 -0.545 -0.429 0.1 -0.2 0.0
C 1.733 -0.277 -0.777 -0.1 0.3 0.1
O 0.955 -1.197 -1.254 -0.2 -0.8 -0.3
C 3.666 -1.968 -0.517 0.0 0.0 0.0
C 3.684 -2.440 -1.979 -0.1 0.0 0.1
C 2.807 -2.938 0.313 0.0 0.1 -0.1
C 5.098 -2.050 0.021 -0.1 0.0 -0.1
C 4.461 2.908 0.561 0.0 0.0 0.0
C 5.139 2.514 1.882 0.0 0.0 0.0
C 5.530 3.066 -0.533 0.0 0.0 0.1
C 3.775 4.260 0.765 0.0 -0.1 0.0
C -1.658 -0.611 0.749 0.1 0.3 0.0
O -1.518 -1.413 -0.262 -0.5 -0.5 1.1
C -2.080 -1.092 2.026 0.0 -0.1 -0.1
C -2.408 -0.173 3.011 0.0 0.0 0.0
C -2.137 -2.598 2.298 0.0 0.0 0.0
C -3.226 -3.250 1.435 0.1 0.0 0.0
C -0.763 -3.217 1.983 -0.1 0.0 0.0
C -2.450 -2.905 3.766 0.0 0.0 -0.1
H -3.463 2.270 5.963 0.0 0.0 0.0
H -2.393 0.898 5.654 0.0 0.0 0.0
H -4.053 0.893 5.027 0.0 0.0 0.0
H -1.785 3.802 5.122 0.0 0.0 0.0
H -1.152 3.692 3.476 0.0 0.0 0.0
H -0.665 2.499 4.683 0.0 0.0 0.0
H -4.142 3.823 4.161 0.0 0.0 0.0
H -4.690 2.485 3.136 0.0 0.0 0.0
H -3.498 3.641 2.522 0.0 0.0 0.0
H -1.509 2.713 1.525 0.0 0.0 0.1
H 1.703 3.064 -0.032 0.1 0.0 0.0
H 4.931 0.298 0.230 0.0 0.0 0.0
H 2.668 -2.604 -2.326 0.1 0.1 -0.1
H 4.223 -3.389 -2.056 0.0 0.0 0.0
H 4.174 -1.704 -2.620 0.0 0.0 0.0
H 1.778 -2.925 -0.033 -0.1 0.0 0.0
H 2.830 -2.660 1.369 0.0 0.0 0.0
H 3.191 -3.957 0.210 0.0 0.0 0.0
H 5.792 -1.467 -0.589 0.0 0.0 0.0
H 5.425 -3.092 -0.005 0.0 0.0 0.0
H 5.156 -1.705 1.056 0.0 0.0 0.0
H 5.725 1.601 1.775 0.0 0.0 0.0
H 4.388 2.347 2.656 0.0 0.0 0.0
H 5.813 3.308 2.215 0.0 0.0 0.0
H 6.102 2.145 -0.653 0.0 0.0 0.0
H 6.223 3.875 -0.283 0.0 0.0 0.0
H 5.056 3.295 -1.490 0.0 0.0 0.0
H 3.004 4.191 1.535 0.0 0.0 0.0
H 3.315 4.611 -0.161 0.0 0.0 0.0
H 4.508 5.006 1.082 0.0 0.0 0.0
H -2.774 -0.562 3.952 0.0 0.0 0.0
H -3.026 -3.101 0.378 0.0 0.0 0.0
H -4.201 -2.815 1.665 0.0 0.0 0.0
H -3.271 -4.327 1.630 0.0 0.0 0.0
H -0.514 -3.100 0.932 0.0 0.0 0.0
H -0.769 -4.286 2.215 0.0 0.0 0.0
H 0.016 -2.739 2.583 0.0 0.0 0.0
H -3.463 -2.594 4.037 0.0 0.0 0.0
H -1.738 -2.425 4.442 0.0 0.0 0.0
H -2.382 -3.984 3.916 0.0 0.0 0.0
F -2.358 -2.606 -3.691 0.0 0.1 -0.1
C -1.417 -2.793 -2.719 0.0 1.1 0.7
F -2.000 -3.592 -1.787 0.1 0.0 0.2
C -0.346 -3.668 -3.380 0.4 0.0 -0.1
F -0.001 -3.188 -4.589 0.0 -0.1 0.1
F -0.761 -4.935 -3.571 0.0 0.1 0.0
F 0.769 -3.732 -2.632 -0.2 -0.1 -0.1

***

# 2
100
Properties=species:S:1:pos:R:3:forces:R:3 method="wB97M-V/def2-TZVPD" total_charge=-1 e_tot_ev=-219485.98126 homo_lumo_gap_ev="7.003 / 7.004"
Ti -0.088 0.000 0.234 -0.2 0.2 0.0
C 2.948 -0.872 1.003 -0.1 0.0 0.0
N 2.202 0.050 0.101 0.2 0.0 -0.1
C 2.472 -0.326 -1.313 0.1 0.1 0.0
C 1.510 -1.410 -1.773 0.2 0.2 0.0
N 0.108 -0.888 -1.844 0.3 0.0 -0.1
C -0.829 -2.025 -1.957 0.0 0.0 0.0
C -0.011 0.012 -2.999 0.0 -0.1 0.1
C -0.068 -0.514 -4.286 0.0 0.1 0.0
C -0.161 0.325 -5.382 0.0 0.0 0.0
C -0.188 1.701 -5.183 0.0 0.0 -0.1
C -0.113 2.221 -3.909 0.0 0.0 0.1
C -0.018 1.387 -2.786 0.0 0.0 0.0
S 0.133 2.071 -1.191 -0.1 -0.1 0.0
C 2.641 1.387 0.468 0.0 -0.1 0.0
C 3.783 1.948 -0.075 0.0 0.1 0.1
C 4.209 3.197 0.355 0.0 0.0 0.0
C 3.501 3.864 1.344 0.0 -0.1 0.0
C 2.366 3.288 1.896 0.0 0.0 0.0
C 1.923 2.043 1.466 -0.1 0.0 0.0
S 0.419 1.346 2.114 0.3 -0.1 -0.2
H 4.009 -0.612 0.975 0.0 -0.1 0.0
H 2.804 -1.896 0.680 0.0 -0.1 0.0
H 2.571 -0.755 2.019 0.0 0.0 0.0
H 3.495 -0.704 -1.418 0.0 0.0 0.0
H 2.366 0.569 -1.930 0.0 -0.1 0.0
H 1.525 -2.247 -1.075 0.0 0.0 0.0
H 1.824 -1.772 -2.758 -0.1 -0.1 0.1
H -0.613 -2.637 -2.836 0.0 0.0 0.0
H -1.850 -1.647 -2.010 0.0 0.0 0.0
H -0.722 -2.648 -1.075 0.0 0.0 0.0
H -0.033 -1.583 -4.445 0.0 0.0 0.0
H -0.211 -0.092 -6.379 0.0 0.0 0.0
H -0.266 2.370 -6.030 0.0 0.0 0.0
H -0.131 3.291 -3.752 0.0 0.0 0.0
H 4.339 1.423 -0.840 0.0 0.0 0.0
H 5.091 3.645 -0.085 0.0 0.0 0.0
H 3.824 4.838 1.683 0.0 0.0 0.0
H 1.799 3.811 2.654 0.0 0.0 0.0
C -3.679 3.838 0.525 0.0 0.0 0.0
C -2.401 3.074 0.857 0.1 0.0 0.0
Ge -2.376 1.244 0.109 -0.3 -0.1 0.2
C -3.156 1.309 -1.725 0.1 0.0 -0.1
C -4.671 1.130 -1.760 0.0 0.0 0.0
C -3.774 0.377 1.190 -0.1 0.0 0.0
C -3.598 -0.785 1.825 0.0 0.1 0.0
Ge -1.807 -1.602 1.613 0.0 0.0 0.0
C -0.864 -1.680 3.386 0.2 0.0 0.0
C -1.054 -2.915 4.265 0.0 0.0 0.2
C -2.125 -3.540 1.163 0.0 0.0 -0.2
C -3.491 -4.106 1.543 0.0 -0.1 0.0
C -4.708 -1.350 2.634 0.0 0.0 0.1
C -4.491 -1.841 3.920 0.2 0.1 0.1
C -5.534 -2.337 4.685 0.0 0.0 0.0
C -6.824 -2.368 4.171 0.0 0.0 0.0
C -7.054 -1.891 2.888 0.0 0.0 0.0
C -6.009 -1.386 2.131 0.0 0.0 0.0
H -3.682 4.835 0.972 0.0 0.0 0.0
H -4.569 3.323 0.890 0.0 0.0 0.0
H -3.799 3.968 -0.552 0.0 0.0 -0.1
H -2.289 2.965 1.938 0.0 0.0 0.0
H -1.528 3.622 0.501 0.0 0.0 0.0
H -2.688 0.551 -2.358 0.0 0.0 0.0
H -2.865 2.269 -2.157 0.0 0.0 0.0
H -4.964 0.161 -1.353 0.0 0.0 0.0
H -5.059 1.191 -2.780 0.0 0.0 0.0
H -5.184 1.890 -1.171 0.0 0.0 0.0
H -4.731 0.887 1.323 -0.1 0.0 0.0
H -1.104 -0.760 3.926 0.0 0.0 0.0
H 0.202 -1.579 3.150 -0.1 0.0 0.0
H -1.993 -2.898 4.824 0.1 0.0 -0.1
H -0.253 -2.995 5.005 0.0 0.0 0.0
H -1.047 -3.841 3.691 0.0 -0.1 0.0
H -1.355 -4.136 1.656 0.0 0.0 0.0
H -1.987 -3.697 0.090 0.0 0.0 0.0
H -3.613 -4.171 2.624 0.0 0.0 0.0
H -3.616 -5.112 1.135 0.0 0.0 0.0
H -4.309 -3.492 1.169 0.0 0.0 -0.1
H -3.484 -1.822 4.327 -0.2 0.1 -0.1
H -5.339 -2.704 5.685 0.0 0.0 0.0
H -7.639 -2.763 4.762 0.0 0.0 0.0
H -8.053 -1.919 2.470 0.0 0.0 0.0
H -6.192 -1.033 1.123 0.0 0.0 0.0
N 1.119 -3.429 0.915 -0.6 0.0 0.0
C 1.981 -4.404 0.347 0.1 0.2 0.0
C 3.149 -4.788 0.988 0.0 0.0 0.0
C 4.034 -5.656 0.359 0.0 0.0 0.0
C 3.767 -6.142 -0.908 0.0 0.1 0.0
C 2.587 -5.768 -1.540 0.0 0.0 0.0
C 1.702 -4.901 -0.925 0.0 0.0 0.1
S 4.932 -7.202 -1.769 0.0 -0.1 0.0
O 4.102 -8.282 -2.283 0.0 0.0 0.0
O 5.482 -6.335 -2.800 0.0 0.0 0.0
O 5.882 -7.594 -0.739 0.0 0.0 0.0
H 1.163 -3.364 1.925 0.1 -0.1 0.0
H 0.155 -3.615 0.667 0.1 0.0 0.1
H 3.367 -4.408 1.981 0.0 0.0 0.0
H 4.948 -5.971 0.844 0.0 0.0 0.0
H 2.374 -6.169 -2.522 0.0 0.0 0.0
H 0.783 -4.611 -1.425 0.0 0.0 0.0

***

In the order shown, the computed energy above the lowest of the compared OMol25 structures with the same formula, charge and spin values come out to 0.4987, 1.2780 eV.